No. 1
# C3H4N2S

An isolated molecule of C3H4N2S in a non-equilibrium geometry (ωB97M-V/def2-TZVPD, the Open Molecules 2025 dataset).

Last column: Mulliken charge in e.
Atoms and positions in Å:
C: 0.114583 1.619370 -1.019469  0.32
C: -0.414791 -0.260779 0.760626  0.37
C: 0.604415 -1.170019 0.173354  -0.87
N: 0.815388 2.022772 -1.814013  -0.40
N: -0.651754 1.121777 -0.020818  -0.29
S: -1.387646 -0.431223 2.011909  -0.26
H: 1.285868 -0.549339 -0.453811  0.27
H: 1.213981 -1.825595 0.796881  0.33
H: 0.091013 -2.027503 -0.403825  0.24
H: -1.671058 1.500540 -0.030834  0.29

Cartesian forces, eV/Å:
-1.7 -1.7 2.5
-0.9 2.7 -1.2
0.1 -0.7 -1.7
1.5 1.0 -1.9
-1.4 -1.4 0.5
0.0 -0.4 0.2
-0.5 -0.8 0.0
-0.2 0.8 0.9
0.4 1.8 0.2
2.6 -1.2 0.5

The total energy comes out at -624.350401 Eh. The value obtained for the energy above the lowest of the compared OMol25 structures with the same formula, charge and spin is 2.051 eV. As for the LUMO energy: -0.64 eV. The frontier orbital gap is 9.00 eV. As for the spin multiplicity: 1.

***

No. 2
# C18H21F4N4OPt

A structure of composition C18H21F4N4OPt in a non-equilibrium geometry (ωB97M-V/def2-TZVPD, the Open Molecules 2025 dataset).

Last column: Mulliken charge in e.
Atoms and positions in Å:
Pt: -0.531923 -0.221107 -0.499302  0.57
C: -0.817739 -1.329267 -2.919335  -1.35
C: -2.114288 -1.735739 -2.239165  -0.23
N: -1.967174 -1.630123 -0.744328  -0.23
C: -3.323890 -1.355893 -0.136845  -0.33
C: -3.737808 0.095746 -0.263107  -1.18
C: -1.318492 -2.837139 -0.169370  -1.11
C: -0.891988 -2.491457 1.243535  -0.95
N: -0.432782 -1.048657 1.322965  -0.04
C: -0.076105 -0.557692 2.487852  0.35
C: 0.275408 0.861447 2.657409  0.45
F: 0.169858 1.658388 1.637404  -0.05
C: 0.670343 1.368067 3.861428  -0.20
F: 0.969368 2.634402 3.971609  -0.20
C: 0.739001 0.542839 4.988042  -0.04
C: 0.407254 -0.811878 4.923012  -0.13
F: 0.481286 -1.548599 5.993282  -0.19
C: 0.013597 -1.364934 3.733367  0.77
F: -0.263306 -2.632883 3.705576  -0.21
H: -1.034673 -1.089358 -3.961556  0.45
H: -0.046442 -2.096192 -2.893223  0.40
H: -0.362855 -0.375284 -2.535233  0.39
H: -2.414049 -2.759756 -2.468910  0.41
H: -2.929301 -1.080959 -2.535510  0.47
H: -3.307841 -1.677324 0.902634  0.37
H: -4.021630 -2.013121 -0.661713  0.49
H: -3.105664 0.767748 0.323910  0.25
H: -4.752278 0.190851 0.124552  0.43
H: -3.764587 0.441642 -1.296228  0.35
H: -0.449885 -3.076235 -0.783559  0.43
H: -1.993344 -3.695674 -0.188702  0.43
H: -0.073853 -3.133062 1.570613  0.70
H: -1.707780 -2.603221 1.957061  0.67
H: 1.050580 0.968008 5.940805  0.56
N: 5.277742 2.105672 -2.495983  -0.35
C: 4.170481 1.361072 -2.498005  0.35
O: 4.070291 0.242373 -2.960972  -0.58
C: 2.917241 1.953713 -1.869914  -0.19
C: 2.497676 3.273493 -1.906661  -0.10
C: 1.230934 3.600150 -1.427164  -0.91
C: 0.424463 2.605572 -0.925844  -0.06
N: 0.823458 1.314182 -0.901654  -0.28
C: 2.046879 1.007474 -1.353318  0.23
H: 6.100942 1.733428 -2.947413  0.26
H: 5.343838 3.001313 -2.045170  0.19
H: 3.133557 4.046459 -2.321433  0.46
H: 0.868355 4.617737 -1.458945  0.46
H: -0.576025 2.811208 -0.564673  0.46
H: 2.333151 -0.037430 -1.371821  0.56

Cartesian forces, eV/Å:
-0.4 0.1 -1.1
-0.2 -0.4 -0.2
0.0 -0.1 0.3
-0.1 -0.3 0.1
0.1 0.0 -0.1
-0.1 0.0 0.1
0.0 0.3 -0.1
0.1 0.1 -0.1
0.3 0.2 1.0
-0.1 -0.4 -0.3
0.0 0.1 0.0
-0.1 0.0 0.1
0.0 0.1 -0.1
0.0 0.0 -0.1
0.0 0.0 0.2
0.0 0.0 -0.2
0.0 -0.1 0.0
0.0 -0.1 0.1
0.0 0.0 0.1
0.2 0.1 0.0
0.1 0.1 0.1
0.0 0.4 -0.1
0.1 0.0 -0.2
0.0 0.0 0.0
0.0 0.1 0.0
0.0 0.0 0.0
0.0 0.0 0.0
0.0 0.1 0.0
0.0 0.0 0.0
0.0 0.0 0.0
0.0 0.0 0.1
0.0 0.0 -0.1
0.0 0.0 0.0
0.0 0.0 0.0
0.1 0.1 -0.1
-0.2 -0.1 0.0
0.0 0.1 0.1
-0.1 -0.2 0.0
0.1 0.0 0.0
0.0 0.0 0.0
-0.2 0.0 -0.1
0.3 -0.3 0.5
0.0 -0.2 -0.2
0.0 0.0 0.0
0.0 0.0 0.0
0.0 0.0 0.0
0.0 0.0 0.0
0.0 0.1 0.0
0.1 0.0 0.0

Its total charge is +3. The total energy comes out at -1510.394231 Eh. The value obtained for the energy above the lowest of the compared OMol25 structures with the same formula, charge and spin is 0.574 eV. As for the LUMO energy (alpha / beta): -13.94 / -13.94 eV. The frontier orbital gap (alpha / beta) is 3.57 / 3.58 eV. As for the spin multiplicity: 1.

***

No. 3
# C10H10N3O2

The ion C10H10N3O2 with charge +1 in a non-equilibrium geometry (ωB97M-V/def2-TZVPD, the Open Molecules 2025 dataset).

Last column: Mulliken charge in e.
Atoms and positions in Å:
C: 3.673260 -1.041382 -0.518567  -0.36
C: 2.426811 -1.534513 -0.294849  -1.00
C: 3.955687 0.449080 -0.301656  -0.66
C: 1.297536 -0.653929 0.046472  1.17
C: 2.933689 1.254318 0.222956  -0.30
C: 1.712528 0.716125 0.291072  0.18
C: -4.260657 -0.537708 -0.179399  -0.03
C: 0.079464 -0.908764 -0.743592  0.45
C: -3.509839 0.492277 -0.290463  0.43
C: 0.490580 1.572331 0.559121  -1.11
N: -5.085875 -0.931472 0.818978  -0.45
N: -2.825008 1.414839 -0.746150  -0.48
N: -0.741701 0.920946 0.283633  -0.16
O: -0.496684 -1.711680 -1.372116  -0.26
O: -1.574569 1.732487 -0.454828  0.00
H: 4.613286 -1.594070 -0.547135  0.39
H: 2.280495 -2.605988 -0.543215  0.35
H: 4.957941 0.756335 -0.423411  0.45
H: 0.952948 -0.918466 1.048495  0.30
H: 3.081042 2.359046 0.338378  0.38
H: -4.024338 -1.271726 -1.035767  0.24
H: 0.503530 1.895222 1.561676  0.39
H: 0.534997 2.440702 0.020971  0.63
H: -5.552845 -1.818425 0.556020  0.23
H: -5.422274 -0.475597 1.703386  0.23

Cartesian forces, eV/Å:
0.5 3.5 1.7
1.4 -1.6 -1.7
-1.3 -3.2 0.4
2.2 -0.7 0.8
1.6 0.8 -1.3
-3.0 1.6 -0.1
0.0 -2.0 -0.7
-2.6 -1.9 -1.8
2.6 1.4 0.1
0.1 -1.3 -0.3
-1.9 -1.9 0.5
-3.2 0.4 -1.2
-1.3 -2.1 -1.0
1.7 3.0 2.2
3.7 0.6 1.4
-0.7 -0.5 -0.7
-0.2 0.7 0.7
0.8 0.5 -0.2
-0.8 -0.7 0.3
-0.2 -1.2 0.2
-0.8 0.9 1.5
-0.2 0.2 1.7
0.3 2.4 -1.7
0.2 1.2 0.9
0.9 -0.3 -1.9

Its total charge is +1. The total energy comes out at -701.198984 Eh. The value obtained for the energy above the lowest of the compared OMol25 structures with the same formula, charge and spin is 10.495 eV. As for the LUMO energy (alpha / beta): -5.91 / -4.85 eV. The frontier orbital gap (alpha / beta) is 5.31 / 6.42 eV. As for the spin multiplicity: 1.

***

No. 4
# C13H11ClGaN4OS

A structure of composition C13H11ClGaN4OS in a non-equilibrium geometry (ωB97M-V/def2-TZVPD, the Open Molecules 2025 dataset).

Last column: Mulliken charge in e.
Atoms and positions in Å:
Ga: -0.091328 1.358708 -0.372056  0.12
N: -4.029939 1.941183 -1.515103  -0.40
C: -2.753587 1.566651 -1.348496  0.69
S: -1.690524 2.886820 -0.740140  -0.34
N: -2.399475 0.363514 -1.659926  -1.26
N: -1.086199 0.058146 -1.448301  0.79
C: -0.562099 -0.983892 -1.996814  -0.08
C: 0.830380 -1.319952 -1.910692  0.95
C: 1.255238 -2.508416 -2.536118  -0.82
C: 2.576195 -2.879699 -2.549102  -0.73
C: 3.524194 -2.058140 -1.937605  -0.38
C: 3.144893 -0.883352 -1.323008  -0.52
C: 1.806322 -0.499543 -1.290715  0.38
O: 1.524802 0.647180 -0.647617  -0.45
H: -4.312410 2.888527 -1.348112  0.19
H: -4.684097 1.289152 -1.914546  0.25
H: -1.221099 -1.614630 -2.588895  0.47
H: 0.516454 -3.136218 -3.020040  0.37
H: 2.883894 -3.794908 -3.034535  0.41
H: 4.567974 -2.343142 -1.942644  0.39
H: 3.872853 -0.237365 -0.851260  0.46
Cl: -0.606200 -1.905420 4.262718  -0.16
C: -0.444996 -0.333394 3.602942  -0.09
C: -0.359619 0.783904 4.424160  -0.13
C: -0.236714 2.033990 3.840712  -0.78
C: -0.203683 2.130673 2.464366  -0.06
N: -0.279000 1.046060 1.683460  -0.01
C: -0.396113 -0.165617 2.229876  0.02
H: -0.391950 0.669847 5.499132  0.45
H: -0.170778 2.925761 4.446946  0.41
H: -0.130499 3.086937 1.962361  0.37
H: -0.452878 -1.013356 1.559039  0.49

Cartesian forces, eV/Å:
-0.9 -0.6 0.3
0.0 0.0 0.0
0.3 0.2 0.0
0.4 -0.3 -0.1
-0.6 -0.3 -0.2
0.3 0.5 0.5
-0.2 0.0 -0.1
0.3 0.0 0.1
-0.1 0.0 0.0
0.1 -0.1 0.0
-0.1 0.0 0.0
0.1 0.0 0.0
-0.2 0.0 -0.1
0.5 0.3 0.1
-0.1 0.0 0.0
0.0 0.0 0.0
0.0 0.0 0.0
0.0 0.0 0.0
0.0 0.0 0.0
0.0 0.0 0.0
0.0 0.0 0.0
0.0 -0.1 0.0
0.0 0.2 0.0
0.0 0.0 -0.1
0.0 0.0 0.0
-0.1 0.0 0.1
0.2 0.3 -0.5
0.0 -0.2 0.0
0.0 0.0 0.0
0.0 0.0 0.0
0.0 0.0 0.0
0.0 0.0 0.0

Its total charge is +1. The total energy comes out at -3579.285572 Eh. As for the LUMO energy: -3.48 eV. The frontier orbital gap is 7.98 eV. As for the spin multiplicity: 1.

***

No. 5
# C24H68N5O15

A cluster of 9 separate species, C24H68N5O15 in total in a non-equilibrium geometry (ωB97M-V/def2-TZVPD, the Open Molecules 2025 dataset).

Last column: Mulliken charge in e.
Atoms and positions in Å:
N: -0.800701 -0.588321 -0.230039  0.91
O: -0.346433 -0.794416 0.919303  -0.65
O: -0.253852 0.212889 -1.022317  -0.62
O: -1.780167 -1.281538 -0.629396  -0.84
C: 3.438578 4.358232 5.613183  -1.52
C: 3.291947 3.515505 4.343284  0.52
C: 1.860833 3.186582 3.971187  -0.94
O: 1.711863 2.568802 2.717004  0.16
C: 0.380460 2.377440 2.403159  -0.53
N: 3.953982 4.310876 3.277672  -0.55
H: 2.867125 5.278787 5.449637  0.40
H: 4.460825 4.559163 5.923422  0.38
H: 2.932688 3.979559 6.514923  0.35
H: 3.847817 2.581060 4.424606  0.28
H: 1.275606 4.118737 4.004913  0.28
H: 1.457200 2.493433 4.723053  0.30
H: -0.056410 1.496655 2.909868  0.33
H: 0.219403 2.040762 1.376206  -0.38
H: -0.303607 3.225435 2.531741  0.49
H: 3.533697 5.233066 3.260104  0.27
H: 4.930674 4.398317 3.525040  0.26
C: 0.565738 3.002625 -3.276096  -1.51
C: 1.732632 3.112813 -2.288934  0.92
C: 2.449163 4.447265 -2.420086  -1.11
O: 3.503944 4.583234 -1.505322  -0.18
C: 4.074261 5.860792 -1.595469  -0.83
N: 1.193003 2.982256 -0.919118  -0.19
H: -0.158603 2.211298 -3.073727  0.27
H: 0.872517 2.866036 -4.317781  0.40
H: -0.073346 3.890970 -3.177667  0.40
H: 2.397962 2.291942 -2.570421  -0.08
H: 1.631838 5.157103 -2.207362  0.36
H: 2.777860 4.660364 -3.442768  0.44
H: 4.435445 6.097797 -2.606410  0.31
H: 4.920038 5.965018 -0.921039  0.23
H: 3.305905 6.612242 -1.373910  0.33
H: 0.562208 2.186060 -0.842919  -0.11
H: 0.553220 3.778960 -0.873840  0.36
C: 4.627303 -4.574353 -3.802446  -1.33
C: 4.396617 -3.860490 -2.444100  0.33
C: 3.307517 -2.782837 -2.494746  -0.35
O: 3.587030 -1.871418 -3.529080  -0.39
C: 2.578207 -0.852067 -3.609007  -0.52
N: 4.127988 -4.831393 -1.403457  -0.68
H: 5.393204 -4.037664 -4.365946  0.28
H: 3.712117 -4.596157 -4.402243  0.28
H: 4.925767 -5.613329 -3.680280  0.43
H: 5.285762 -3.266247 -2.199999  0.29
H: 3.179027 -2.350568 -1.501599  0.29
H: 2.405771 -3.361324 -2.751446  0.19
H: 3.203200 0.042836 -3.611736  0.20
H: 1.850096 -0.891891 -2.802063  0.13
H: 2.060602 -0.813184 -4.570862  0.35
H: 3.220082 -5.246845 -1.611625  0.25
H: 4.743075 -5.629156 -1.358368  0.25
C: -3.640269 1.080498 1.149638  -1.14
C: -5.024439 0.496722 1.437838  0.35
C: -6.061639 0.840175 0.386083  -0.66
O: -6.325836 2.234055 0.413971  -0.37
C: -6.888997 2.668138 -0.810112  -0.77
N: -4.861533 -0.967996 1.565270  -0.65
H: -2.884597 0.822783 1.892089  0.27
H: -3.687585 2.180079 1.139880  0.51
H: -3.227533 0.828092 0.168314  0.05
H: -5.354261 0.931151 2.386616  0.36
H: -6.982183 0.331395 0.697586  0.35
H: -5.726225 0.513219 -0.603372  0.27
H: -7.150058 3.722360 -0.706331  0.28
H: -7.744306 2.070109 -1.123212  0.31
H: -6.084344 2.696937 -1.553716  0.31
H: -4.007959 -1.185271 2.070490  0.41
H: -4.631832 -1.276672 0.617249  0.08
C: -1.713835 -2.554736 3.988219  -0.26
C: -0.219949 -2.385985 4.027717  -0.63
O: 0.254436 -1.030175 4.075615  -0.47
O: -2.265429 -2.166289 2.716806  -0.39
H: -2.296941 -2.052656 4.756290  0.30
H: -1.874294 -3.637975 3.978854  0.28
H: 0.181792 -2.825506 3.108684  0.31
H: 0.241789 -2.907121 4.863963  0.45
H: -0.107294 -0.602440 3.285389  0.05
H: -1.559658 -1.874477 2.122229  0.31
C: -2.119009 -3.101753 -3.676925  -0.60
C: -2.877471 -4.269285 -4.257211  -0.48
O: -3.404063 -5.101936 -3.218778  -0.57
O: -3.022733 -2.183659 -3.048533  -0.58
H: -1.553935 -2.602053 -4.471933  0.39
H: -1.374308 -3.397280 -2.933320  0.37
H: -2.152095 -4.907516 -4.771512  0.32
H: -3.594413 -3.884140 -4.986649  0.27
H: -3.297311 -4.604337 -2.386152  0.45
H: -2.457548 -1.644134 -2.476276  0.30
C: 4.278292 0.075155 1.881521  -1.07
C: 2.813242 -0.164609 1.548871  0.05
O: 2.394208 0.644133 0.460518  0.00
O: 4.500639 1.368264 2.434595  -0.36
H: 4.929883 -0.234283 1.055840  0.32
H: 4.527205 -0.662369 2.662902  0.41
H: 2.199943 -0.157318 2.451261  0.06
H: 2.809971 -1.215279 1.223799  0.44
H: 1.736084 0.104730 0.004028  -0.05
H: 5.387675 1.278002 2.802065  0.26
C: -4.126581 -3.865892 0.107542  -0.27
C: -5.288413 -3.233120 -0.637039  -0.70
O: -5.079071 -1.963855 -1.218022  -0.56
O: -2.899253 -4.028715 -0.622842  -0.58
H: -4.362626 -4.905053 0.350582  0.39
H: -3.883037 -3.344656 1.037008  0.20
H: -6.064673 -3.167362 0.128534  0.44
H: -5.600584 -3.909207 -1.441353  0.52
H: -4.416008 -2.066233 -1.926657  0.47
H: -2.329706 -3.246369 -0.582591  0.31

Cartesian forces, eV/Å:
0.1 -0.9 -0.7
-0.2 0.4 -0.3
-0.4 -0.4 0.8
0.3 0.4 0.1
-1.8 -0.3 1.0
1.3 0.6 -0.6
-0.4 -0.1 0.3
0.6 0.7 0.0
-1.5 -1.4 -0.7
-0.4 -0.7 -0.1
0.5 0.3 -0.1
0.1 0.1 -0.4
0.1 -0.5 -0.2
0.0 0.0 0.0
-0.1 0.0 0.0
-0.1 0.2 0.3
0.1 0.4 0.7
0.9 0.4 -0.2
0.4 0.3 0.4
0.1 0.1 -0.1
0.0 0.2 -0.1
-0.5 0.7 -0.5
-0.7 -1.2 -0.1
-0.9 -0.1 0.3
0.3 -0.1 -0.3
-0.3 0.3 -0.3
0.1 0.8 -0.5
0.5 -0.4 0.4
0.1 0.3 0.0
0.2 0.2 -0.3
0.3 0.0 0.7
0.3 0.5 0.1
0.1 -0.2 -0.2
0.0 -0.2 -0.1
-0.1 -0.2 0.2
0.1 0.2 0.2
0.4 -0.2 -0.2
0.1 0.0 0.4
-0.2 0.9 -0.1
1.2 0.1 -0.7
-0.3 -1.9 -0.5
-0.6 -0.3 0.4
1.3 0.6 -0.5
-1.4 0.2 0.7
-0.1 -0.1 -0.2
0.0 0.1 0.0
0.2 0.0 0.2
0.3 -0.5 0.1
0.1 0.4 0.0
-0.4 0.3 0.2
-0.6 0.5 0.5
0.1 0.1 0.1
-0.1 -0.6 0.0
0.0 0.1 0.2
0.5 0.3 -0.3
0.0 1.6 -0.4
1.6 -0.4 0.3
-0.1 -0.2 0.7
-0.2 0.2 -0.3
1.0 0.7 0.3
-0.7 0.1 -0.6
-0.2 -0.3 0.2
0.0 -0.1 0.1
-0.3 -0.4 0.0
-0.2 -0.2 0.1
0.0 -0.3 -0.5
-0.1 -0.1 0.0
-0.4 -0.1 0.3
0.0 -0.1 -0.1
-0.3 -0.5 -0.4
-0.1 0.2 0.3
-0.2 0.0 0.2
-0.3 -0.7 -1.4
0.7 0.9 -0.2
-0.6 -0.4 0.0
0.1 0.4 0.4
0.3 0.0 0.3
-0.1 -0.1 0.8
0.0 -0.3 0.0
-0.2 0.0 0.2
0.2 0.1 0.1
0.0 0.1 -0.3
0.0 0.5 -0.1
0.9 -0.6 0.9
-0.4 0.7 -0.5
0.5 -0.1 -0.5
-0.1 0.1 -0.1
-0.1 -0.4 0.0
0.0 0.2 -0.4
-0.4 -0.2 0.2
-0.1 -0.2 0.1
-0.1 0.3 0.4
-0.7 -0.8 1.0
1.1 -0.6 -0.7
0.0 -0.6 0.5
0.6 -0.5 -0.4
-0.1 0.8 -0.4
-0.2 -0.1 0.0
-0.2 0.7 -0.1
-0.1 -0.1 0.0
-0.3 0.5 -0.1
0.0 0.5 0.0
1.3 -0.1 0.3
0.1 -0.6 -0.4
0.2 0.1 0.3
-0.1 -0.1 -0.6
-0.5 0.2 0.2
-0.2 0.1 0.0
-0.2 0.2 -0.3
-0.2 -0.2 0.2
-0.1 -0.1 0.1
-0.4 0.3 0.3

Its total charge is -1. The total energy comes out at -2357.398082 Eh. The value obtained for the energy above the lowest of the compared OMol25 structures with the same formula, charge and spin is 2.082 eV. As for the LUMO energy: 2.52 eV. The frontier orbital gap is 8.75 eV. As for the spin multiplicity: 1.